ORCA calculation (ωB97M-V with the def2-TZVPD basis set) on a structure of composition C30H57KN7S3.

Each line ends with the Löwdin charge.
Geometry (Å):
1 K -0.348 -0.703 0.286  0.69
2 C -1.611 -3.170 -0.847  -0.32
3 C -0.893 -3.613 0.292  -0.28
4 C -1.407 -2.930 1.416  -0.32
5 C -2.438 -2.071 0.974  -0.35
6 C -2.559 -2.213 -0.423  -0.31
7 C -3.526 -1.490 -1.321  -0.05
8 C -3.222 -1.152 1.869  -0.05
9 C -0.983 -3.079 2.849  -0.04
10 C 0.048 -4.788 0.318  -0.05
11 C -1.600 -3.838 -2.199  -0.06
12 H -3.805 -2.101 -2.182  0.08
13 H -3.125 -0.547 -1.719  0.04
14 H -4.453 -1.256 -0.793  0.07
15 H -3.577 -1.686 2.754  0.08
16 H -4.099 -0.747 1.361  0.06
17 H -2.636 -0.295 2.234  0.07
18 H -1.849 -3.150 3.511  0.07
19 H -0.374 -2.238 3.210  0.06
20 H -0.389 -3.983 3.003  0.06
21 H 0.102 -5.224 1.317  0.07
22 H 1.084 -4.553 0.026  0.04
23 H -0.291 -5.578 -0.356  0.08
24 H -2.308 -4.673 -2.239  0.09
25 H -0.620 -4.255 -2.451  0.05
26 H -1.883 -3.158 -3.008  0.07
27 C -2.523 3.457 -4.136  -0.53
28 C -0.996 3.418 -4.183  -0.53
29 S -0.130 2.718 -2.758  0.83
30 C -0.536 3.843 -1.398  -0.52
31 C -1.934 3.751 -0.780  -0.51
32 S -2.446 2.050 -0.403  0.83
33 C -4.176 2.070 -0.917  -0.52
34 C -4.484 2.455 -2.373  -0.51
35 S -3.323 1.890 -3.657  0.85
36 H -2.884 3.727 -5.129  0.07
37 H -2.860 4.234 -3.454  0.06
38 H -0.617 4.427 -4.359  0.08
39 H -0.662 2.798 -5.015  0.07
40 H -0.344 4.867 -1.727  0.08
41 H 0.206 3.597 -0.637  0.03
42 H -2.683 4.183 -1.437  0.05
43 H -1.936 4.334 0.144  0.07
44 H -4.737 2.725 -0.249  0.08
45 H -4.503 1.049 -0.720  0.04
46 H -4.580 3.535 -2.479  0.07
47 H -5.455 2.035 -2.635  0.07
48 N 4.051 -2.927 -2.584  0.24
49 C 3.144 -2.573 -1.396  -0.25
50 C 3.576 -1.240 -0.805  -0.08
51 C 2.946 0.000 -1.477  -0.35
52 N 1.853 0.479 -0.633  -0.01
53 C 2.374 -0.317 -2.860  -0.11
54 C 1.330 -1.447 -2.845  -0.35
55 N 0.062 -0.903 -2.378  0.02
56 C 1.713 -2.603 -1.887  -0.10
57 H 5.033 -2.948 -2.307  0.17
58 H 3.935 -2.222 -3.315  0.14
59 H 3.795 -3.837 -2.971  0.17
60 H 3.317 -3.378 -0.681  0.14
61 H 4.669 -1.173 -0.785  0.12
62 H 3.247 -1.249 0.237  0.10
63 H 3.734 0.752 -1.605  0.14
64 H 1.367 1.240 -1.096  0.02
65 H 2.200 0.821 0.256  0.05
66 H 3.191 -0.521 -3.567  0.11
67 H 1.894 0.581 -3.258  0.09
68 H 1.256 -1.850 -3.866  0.14
69 H -0.610 -1.650 -2.207  0.04
70 H -0.345 -0.259 -3.049  0.07
71 H 1.496 -3.572 -2.343  0.12
72 H 1.055 -2.558 -1.014  0.09
73 C -1.100 4.709 3.724  -0.02
74 N -0.087 4.614 2.676  -0.20
75 C 0.874 5.708 2.558  -0.03
76 C 0.219 3.439 2.172  -0.27
77 N 0.494 2.416 1.702  0.19
78 H -1.682 5.617 3.573  0.09
79 H -0.637 4.744 4.713  0.09
80 H -1.764 3.851 3.669  0.10
81 H 0.332 6.642 2.418  0.09
82 H 1.515 5.540 1.696  0.09
83 H 1.492 5.787 3.456  0.09
84 C 2.521 1.004 5.322  -0.02
85 C 2.510 -0.060 4.277  -0.30
86 C 2.901 -1.378 4.310  0.02
87 C 2.604 -1.888 3.029  -0.36
88 N 2.079 -0.948 2.258  0.05
89 N 2.039 0.159 3.032  0.03
90 C 2.792 -3.275 2.511  -0.03
91 H 3.092 0.671 6.185  0.08
92 H 1.508 1.236 5.656  0.08
93 H 2.976 1.921 4.945  0.08
94 H 3.325 -1.911 5.145  0.11
95 H 1.582 0.993 2.685  0.08
96 H 2.419 -4.007 3.227  0.09
97 H 3.847 -3.497 2.333  0.08
98 H 2.230 -3.402 1.586  0.05

The gap between HOMO and LUMO is 0.1827 Eh. Its total charge is +1. For the LUMO energy, the calculation gives -0.104 Ha. Its total energy is -91290.9436 eV. Its energy above the lowest of the compared OMol25 structures with the same formula, charge and spin is 1.516 eV. Its spin multiplicity is 1.